(1)
{"formula": "C11H18O2Se", "method": "ωB97M-V/def2-TZVPD", "e_tot_ha": -2981.6518, "relative_energy_kj_mol": 0.0, "spin_multiplicity": 1, "homo_energy_ha": [-0.2503, -0.2988], "symbols": ["C", "C", "C", "C", "C", "C", "C", "C", "C", "C", "C", "O", "O", "Se", "H", "H", "H", "H", "H", "H", "H", "H", "H", "H", "H", "H", "H", "H", "H", "H", "H", "H"], "coordinates": [[-2.67, -0.31, -1.52], [-3.20, -0.39, -0.32], [1.91, 0.99, -0.20], [-1.21, -0.30, -1.83], [-2.40, -0.42, 0.97], [-1.12, 0.23, 0.65], [-0.50, -0.47, -0.51], [-4.66, -0.40, -0.04], [4.74, 1.83, -0.80], [0.87, -2.14, 1.57], [4.28, 1.17, 0.46], [1.78, 1.99, -0.82], [2.99, 0.48, 0.38], [-0.01, -2.24, -0.23], [-3.27, -0.13, -2.39], [-0.93, -1.17, -2.35], [-1.01, 0.62, -2.27], [-2.96, 0.10, 1.77], [-2.19, -1.46, 1.17], [-1.29, 1.32, 0.41], [-0.48, 0.14, 1.50], [-4.93, -0.11, 0.93], [-5.07, -1.52, -0.06], [-5.04, 0.09, -0.98], [4.45, 1.41, -1.74], [4.13, 2.80, -0.81], [5.81, 2.01, -0.82], [0.14, -1.58, 2.24], [0.79, -3.16, 1.82], [1.84, -1.63, 1.54], [4.24, 1.84, 1.42], [4.95, 0.42, 0.85]]}

***

(2)
{"formula": "C8H15Cl4N", "method": "ωB97M-V/def2-TZVPD", "e_tot_ha": -2209.3413, "relative_energy_kj_mol": 7.6, "spin_multiplicity": 1, "homo_energy_ha": -0.4045, "smiles": "CCCC#N.ClCCCl.ClCCCl", "symbols": ["C", "C", "C", "C", "N", "H", "H", "H", "H", "H", "H", "H", "Cl", "C", "C", "Cl", "H", "H", "H", "H", "Cl", "C", "C", "Cl", "H", "H", "H", "H"], "coordinates": [[-14.72, -18.41, 26.00], [-16.14, -18.14, 26.46], [-17.15, -19.17, 25.98], [-18.51, -18.85, 26.43], [-19.57, -18.60, 26.78], [-14.43, -19.45, 26.21], [-14.00, -17.87, 26.61], [-14.53, -18.20, 24.95], [-16.45, -17.14, 26.14], [-16.15, -17.97, 27.54], [-16.88, -20.16, 26.36], [-17.18, -19.27, 24.90], [-12.62, -17.62, 20.23], [-14.35, -17.46, 20.57], [-14.62, -17.83, 22.00], [-16.30, -17.45, 22.41], [-14.87, -18.12, 19.88], [-14.67, -16.44, 20.37], [-13.97, -17.26, 22.67], [-14.43, -18.88, 22.18], [-12.84, -20.93, 28.29], [-12.98, -19.48, 29.34], [-12.62, -19.80, 30.77], [-10.87, -20.16, 30.93], [-14.02, -19.18, 29.26], [-12.35, -18.68, 28.95], [-13.16, -20.67, 31.13], [-12.82, -18.94, 31.41]]}

***

(3)
{"formula": "C2H3NOS2", "method": "ωB97M-V/def2-TZVPD", "e_tot_ha": -1004.2860, "relative_energy_kj_mol": 266.6, "spin_multiplicity": 1, "homo_energy_ha": -0.3380, "smiles": "O=CN(S)C=S", "symbols": ["O", "C", "N", "S", "C", "S", "H", "H", "H"], "coordinates": [[0.02, -2.11, 1.11], [0.81, -1.17, 0.55], [0.13, 0.14, 0.40], [-1.55, 0.10, 1.09], [0.36, 0.92, -0.75], [-0.64, 2.02, -1.21], [1.73, -1.47, -0.07], [-1.93, 1.08, 0.31], [1.07, 0.49, -1.43]]}

***

(4)
{"formula": "C5H9NO", "method": "ωB97M-V/def2-TZVPD", "e_tot_ha": -325.7705, "relative_energy_kj_mol": 438.5, "spin_multiplicity": 1, "homo_energy_ha": -0.2510, "symbols": ["C", "C", "N", "C", "O", "C", "C", "H", "H", "H", "H", "H", "H", "H", "H", "H"], "coordinates": [[1.19, -1.40, -0.12], [0.36, -0.39, 0.65], [0.73, 1.05, 0.45], [-0.84, 1.33, 0.68], [-1.31, 2.32, 1.11], [-1.09, -0.06, 0.19], [-1.02, 0.37, -1.28], [1.19, -1.16, -1.19], [0.76, -2.40, 0.01], [2.22, -1.43, 0.25], [0.40, -0.59, 1.73], [1.46, 1.51, 0.98], [-1.90, -0.66, 0.63], [-1.96, 0.83, -1.57], [-0.82, -0.50, -1.92], [0.63, 1.17, -0.61]]}

***

(5)
{"formula": "C31H23Cl3F5N3O3Tl", "method": "ωB97M-V/def2-TZVPD", "charge": -1, "e_tot_ha": -3637.6719, "relative_energy_kj_mol": 0.0, "spin_multiplicity": 1, "homo_energy_ha": -0.2076, "symbols": ["Tl", "C", "C", "C", "C", "C", "C", "C", "C", "N", "C", "O", "C", "C", "C", "C", "C", "N", "C", "O", "N", "C", "C", "C", "C", "C", "C", "C", "C", "H", "H", "H", "H", "H", "H", "H", "H", "H", "H", "H", "H", "H", "H", "H", "H", "H", "H", "H", "H", "H", "Cl", "C", "C", "C", "Cl", "C", "O", "C", "Cl", "C", "H", "H", "F", "C", "F", "C", "F", "F", "F"], "coordinates": [[-0.15, 0.59, 0.31], [-2.96, 0.88, 3.01], [-3.84, 0.47, 1.87], [-5.16, 0.90, 1.80], [-5.99, 0.52, 0.76], [-5.49, -0.30, -0.23], [-4.18, -0.76, -0.20], [-3.67, -1.66, -1.28], [-3.35, -0.37, 0.87], [-2.00, -0.79, 0.90], [-1.78, -2.09, 1.08], [-2.59, -2.98, 1.36], [-0.33, -2.52, 0.90], [0.08, -3.83, 1.12], [1.42, -4.14, 0.93], [2.31, -3.15, 0.53], [1.83, -1.87, 0.34], [0.54, -1.61, 0.51], [2.73, -0.71, -0.04], [3.93, -0.95, -0.22], [2.10, 0.46, -0.13], [2.85, 1.62, -0.46], [2.95, 1.98, -1.81], [2.45, 1.05, -2.87], [3.56, 3.19, -2.13], [4.08, 4.01, -1.14], [4.03, 3.60, 0.18], [3.44, 2.39, 0.54], [3.52, 1.88, 1.95], [-3.54, 1.43, 3.76], [-2.16, 1.53, 2.67], [-2.50, 0.02, 3.49], [-5.54, 1.55, 2.59], [-7.01, 0.88, 0.72], [-6.13, -0.61, -1.06], [-4.35, -1.66, -2.13], [-3.57, -2.69, -0.91], [-2.68, -1.34, -1.62], [-0.66, -4.55, 1.45], [1.76, -5.15, 1.09], [3.37, -3.34, 0.38], [3.10, 0.16, -2.90], [2.47, 1.53, -3.85], [1.44, 0.70, -2.67], [3.62, 3.49, -3.17], [4.53, 4.95, -1.40], [4.47, 4.22, 0.96], [3.55, 2.70, 2.67], [4.42, 1.28, 2.07], [2.67, 1.24, 2.19], [1.57, 2.82, 7.54], [1.14, 2.57, 5.87], [0.97, 1.29, 5.39], [0.62, 1.11, 4.06], [0.47, -0.51, 3.45], [0.41, 2.18, 3.16], [0.07, 2.07, 1.92], [0.62, 3.46, 3.72], [0.47, 4.83, 2.66], [0.97, 3.67, 5.04], [1.11, 0.43, 6.03], [1.12, 4.67, 5.41], [-2.30, 2.55, -0.08], [-1.46, 1.91, -0.95], [-2.25, 1.19, -1.79], [-0.80, 3.03, -1.79], [-1.69, 3.97, -2.15], [-0.27, 2.52, -2.91], [0.16, 3.62, -1.09]]}

***

(6)
{"formula": "C7H12", "method": "ωB97M-V/def2-TZVPD", "e_tot_ha": -273.8017, "relative_energy_kj_mol": 280.5, "spin_multiplicity": 1, "homo_energy_ha": -0.3375, "symbols": ["C", "C", "C", "C", "C", "C", "C", "H", "H", "H", "H", "H", "H", "H", "H", "H", "H", "H", "H"], "coordinates": [[1.05, 0.29, -2.37], [-0.45, 0.47, -2.00], [-0.40, 0.12, -0.54], [-1.64, 0.16, 0.33], [-1.09, -0.20, 1.64], [-0.19, -0.48, 2.40], [1.08, -0.79, 3.05], [1.44, 1.21, -2.82], [1.70, -0.03, -1.24], [1.14, -0.49, -3.16], [-0.84, 1.49, -2.15], [-1.15, -0.19, -2.54], [0.36, 0.79, -0.11], [0.05, -0.88, -0.49], [-2.08, 1.16, 0.31], [-2.38, -0.56, -0.04], [1.85, -0.74, 2.26], [1.11, -1.80, 3.47], [1.35, -0.08, 3.83]]}